10
Properties=species:S:1:pos:R:3:lowdin_charge:R:1 method="wB97M-V/def2-TZVPD" charge=-1 e_above_lowest_kj_mol=151.7 lumo_ev=3.517 orbital_gap_ev=6.785 e_homo_ev=-3.27
C -0.52 -0.51 0.43 -0.3856
C -0.96 1.35 -0.64 -0.3234
C 2.75 -0.32 -0.04 -0.4775
N 0.06 0.57 -0.17 -0.0759
N -1.81 -0.59 0.30 -0.0444
N -2.03 0.60 -0.32 -0.1820
O 2.59 -0.02 1.07 0.1607
O 2.99 -0.61 -1.13 0.1711
H -0.04 -1.37 0.89 0.0654
H -3.03 0.90 -0.39 0.0915